Record 1
A cluster of 5 separate species, C13H35N2O4 in total in a non-equilibrium geometry, computed with the ωB97M-V functional and the def2-TZVPD basis.

Each line ends with the Mulliken charge.
Atoms and positions in Å:
1 C 3.0743 -0.7919 -2.8110  -0.86
2 N 2.1221 0.3117 -2.6314  0.24
3 C 2.4340 1.5345 -2.4676  -0.22
4 C 1.2630 2.4029 -2.2039  -0.71
5 C 0.0828 1.4138 -2.1554  -0.25
6 C 0.6576 0.0943 -2.6959  -0.24
7 N 0.2631 -1.1713 -2.1792  -0.54
8 H 2.5231 -1.6512 -3.1735  0.36
9 H 3.8642 -0.4889 -3.4875  0.40
10 H 3.5006 -1.0507 -1.8446  0.25
11 H 3.4522 1.8977 -2.4909  0.55
12 H 1.1886 3.2901 -2.8261  0.37
13 H 1.4402 2.7955 -1.1943  0.31
14 H -0.8010 1.7087 -2.7115  0.43
15 H -0.2483 1.3001 -1.1244  -0.03
16 H 0.4393 0.0635 -3.7702  0.42
17 H 0.2498 -1.1744 -1.1624  0.19
18 H -0.6941 -1.3350 -2.4591  0.34
19 C 4.5719 0.9094 0.3907  -0.28
20 C 5.9310 0.4209 -0.0711  -0.58
21 O 6.1913 0.8246 -1.4155  -0.51
22 H 3.8097 0.5195 -0.2884  -0.30
23 H 4.3397 0.5811 1.4045  0.31
24 H 4.5203 2.0013 0.3660  0.36
25 H 5.9619 -0.6672 -0.0724  0.33
26 H 6.7239 0.7782 0.5902  0.36
27 H 6.2517 1.7840 -1.4313  0.30
28 C -3.3514 -1.2041 1.3703  -1.03
29 C -2.1091 -1.5944 0.6012  -0.29
30 O -1.2770 -0.4622 0.2982  -0.30
31 H -3.9401 -0.4799 0.8073  0.21
32 H -3.9778 -2.0717 1.5629  0.34
33 H -3.0816 -0.7472 2.3258  0.38
34 H -2.3780 -2.0368 -0.3585  0.25
35 H -1.5243 -2.3284 1.1631  0.28
36 H -1.0111 -0.0771 1.1433  0.22
37 C 2.0384 1.2642 3.9202  -0.99
38 C 1.6554 -0.1392 3.4951  -0.32
39 O 0.8367 -0.1433 2.3208  -0.43
40 H 1.1461 1.8621 4.1046  0.30
41 H 2.6385 1.2455 4.8297  0.36
42 H 2.6188 1.7643 3.1398  0.24
43 H 1.0620 -0.6241 4.2669  0.36
44 H 2.5447 -0.7527 3.3219  0.26
45 H 1.3321 0.2493 1.5976  0.16
46 C -7.7921 -0.3947 0.8302  -0.99
47 C -7.1129 -1.3458 -0.1367  -0.28
48 O -6.3380 -2.3377 0.5347  -0.48
49 H -7.0529 0.0952 1.4648  0.25
50 H -8.3563 0.3701 0.2956  0.34
51 H -8.4840 -0.9341 1.4804  0.32
52 H -6.4137 -0.8070 -0.7756  0.27
53 H -7.8536 -1.8272 -0.7830  0.31
54 H -6.9318 -2.8440 1.0957  0.28

Values from the calculation:
charge = +1
energy = -25211.8335 eV

Record 2
The molecule C6H4O, computed with the ωB97M-V functional and the def2-TZVPD basis.

Each line ends with the Mulliken charge.
Atoms and positions in Å:
1 C -2.2569 -1.4593 -1.7012  -0.36
2 C -1.3339 -1.2756 -0.8051  -0.29
3 C -0.3999 -0.3182 -0.2488  0.52
4 C 0.2617 -0.2888 0.9394  -0.37
5 C 1.0856 0.8788 0.9067  -0.40
6 C 0.8535 1.4631 -0.2948  -0.31
7 O -0.0504 0.7503 -1.0111  -0.31
8 H -1.3263 -2.3169 -0.4242  0.27
9 H 0.1621 -1.0071 1.7414  0.42
10 H 1.7635 1.2251 1.6743  0.39
11 H 1.2409 2.3485 -0.7767  0.44

Values from the calculation:
energy = -8329.6239 eV
relative energy (zero: lowest compared OMol25 entry of this formula, charge and spin) = 64.9 kcal per mole

Record 3
The molecule C24H33NO7, computed with the ωB97M-V functional and the def2-TZVPD basis.

Each line ends with the Mulliken charge.
Atoms and positions in Å:
1 C 2.5555 5.3155 -2.7564  -0.84
2 O 1.6550 4.3223 -3.1819  -0.43
3 C 1.2307 3.4030 -2.2684  0.65
4 C 1.6140 3.3747 -0.9402  -0.68
5 C 1.1244 2.3739 -0.1018  0.26
6 O 1.5199 2.4270 1.1964  -0.76
7 C 0.2808 1.3776 -0.5885  -0.17
8 C -0.1725 0.2628 0.3313  0.19
9 C -1.4402 0.6995 1.0874  -0.88
10 C -1.3580 0.2819 2.5574  -1.43
11 N -0.2437 0.9930 3.1831  0.49
12 C -0.6226 2.2591 3.8020  -0.69
13 C -1.2933 2.0688 5.1687  -0.60
14 O -0.4803 1.3136 6.0416  -0.42
15 C -0.1712 0.0549 5.4822  -0.54
16 C 0.5397 0.2164 4.1340  -0.93
17 C -0.2412 -1.0661 -0.3896  -2.08
18 C 0.8532 -1.4192 -1.1668  -0.25
19 C 0.8893 -2.6100 -1.8785  0.76
20 O 1.9265 -2.9550 -2.7102  -0.48
21 C 3.0068 -2.0659 -2.8392  -0.90
22 C -0.1773 -3.5121 -1.7674  0.78
23 O -0.2881 -4.7095 -2.4252  -0.50
24 C 0.8719 -5.4832 -2.6322  -0.79
25 C -1.2678 -3.1674 -0.9526  0.05
26 O -2.2587 -4.1058 -0.8915  -0.47
27 C -3.4212 -3.8068 -0.1647  -0.87
28 C -1.2956 -1.9559 -0.2759  -0.03
29 C -0.1592 1.4637 -1.9178  0.89
30 O -1.0784 0.5361 -2.3041  -0.27
31 C -1.4145 0.4398 -3.6649  -1.09
32 C 0.3267 2.4567 -2.7514  -0.81
33 H 3.4901 4.8795 -2.3895  0.33
34 H 2.7617 5.9238 -3.6359  0.25
35 H 2.1186 5.9450 -1.9747  0.33
36 H 2.2788 4.1032 -0.5088  0.46
37 H 0.9793 1.8321 1.7479  0.47
38 H 0.6170 0.1309 1.0845  0.94
39 H -1.5200 1.7877 1.0387  0.35
40 H -2.3340 0.2965 0.6160  0.65
41 H -2.3147 0.4836 3.0567  0.28
42 H -1.1692 -0.7926 2.6137  0.61
43 H -1.2903 2.8025 3.1321  0.40
44 H 0.2917 2.8447 3.9373  0.38
45 H -1.4497 3.0319 5.6567  0.39
46 H -2.2684 1.5695 5.0488  0.31
47 H 0.4732 -0.4483 6.2046  0.39
48 H -1.0940 -0.5334 5.3518  0.31
49 H 0.7653 -0.7622 3.7061  0.51
50 H 1.4791 0.7549 4.2964  0.33
51 H 1.6713 -0.7212 -1.2402  0.63
52 H 3.5272 -1.9186 -1.8872  0.33
53 H 2.6881 -1.0947 -3.2315  0.33
54 H 3.6859 -2.5356 -3.5499  0.25
55 H 0.5133 -6.4854 -2.8684  0.30
56 H 1.4931 -5.5235 -1.7329  0.31
57 H 1.4718 -5.1046 -3.4630  0.23
58 H -3.9209 -2.9108 -0.5488  0.33
59 H -4.0772 -4.6664 -0.2953  0.24
60 H -3.2123 -3.6751 0.9033  0.32
61 H -2.1433 -1.7175 0.3419  0.39
62 H -2.0607 -0.4333 -3.7439  0.27
63 H -0.5282 0.2887 -4.2884  0.41
64 H -1.9557 1.3263 -4.0122  0.33
65 H 0.0226 2.5391 -3.7807  0.49

Values from the calculation:
SMILES string = COc1cc(O)c([C@@H](CCN2CCOCC2)c2cc(OC)c(OC)c(OC)c2)c(OC)c1
energy = -41243.6094 eV
relative energy (zero: lowest compared OMol25 entry of this formula, charge and spin) = 0.0 kcal per mole

Record 4
A structure of composition C34H30Cl2N9O6STi in a non-equilibrium geometry, computed with the ωB97M-V functional and the def2-TZVPD basis.

Each line ends with the Mulliken charge.
Atoms and positions in Å:
1 Ti 1.0236 0.6062 -0.2743  -0.74
2 O 3.8871 0.7063 4.3883  -0.67
3 C 2.6508 1.1244 4.7089  0.37
4 C 2.4553 1.6199 5.9990  -0.69
5 C 1.2154 2.0815 6.3883  -0.30
6 C 0.1354 2.0636 5.5061  -0.94
7 C 0.3187 1.5632 4.2352  -0.27
8 C 1.5637 1.0809 3.8195  0.05
9 C 1.6847 0.5716 2.4476  0.81
10 O 0.6370 0.4149 1.7349  -0.26
11 N 2.8980 0.2663 1.9847  -1.39
12 N 2.7568 -0.1270 0.6908  1.31
13 C 3.6117 -0.8838 0.1189  -0.97
14 C 3.2481 -1.3192 -1.2229  0.98
15 C 4.0732 -2.1197 -1.9995  -1.04
16 C 3.6357 -2.5178 -3.2498  -0.39
17 C 2.3969 -2.0848 -3.6948  -1.03
18 C 1.6383 -1.2782 -2.8645  -0.03
19 N 2.0309 -0.9196 -1.6432  0.62
20 H 3.8793 0.4326 3.4438  0.61
21 H 3.3022 1.6375 6.6718  0.44
22 H 1.0863 2.4692 7.3912  0.37
23 H -0.8300 2.4426 5.8120  0.42
24 H -0.4891 1.5506 3.5151  0.52
25 H 4.5106 -1.2255 0.6212  0.38
26 H 5.0385 -2.4216 -1.6166  0.50
27 H 4.2550 -3.1509 -3.8710  0.43
28 H 2.0158 -2.3609 -4.6673  0.51
29 H 0.6811 -0.8985 -3.1925  0.39
30 N -2.3711 1.2758 1.3393  -0.47
31 N -3.1298 1.4029 0.1821  -0.18
32 C -3.3436 2.6266 -0.3682  0.29
33 N -4.1579 2.5743 -1.4704  -0.47
34 S -2.7615 4.0603 0.2107  -0.33
35 H -1.8056 0.4377 1.3026  0.14
36 H -2.9508 1.3132 2.1684  0.26
37 H -3.7885 0.6682 -0.0433  0.30
38 H -4.1337 1.7424 -2.0384  0.19
39 H -4.2136 3.4435 -1.9741  0.25
40 O 2.2396 1.7972 -1.4954  -0.16
41 N 2.1754 3.0669 -1.3539  -0.74
42 N 1.4719 3.4062 -0.3617  1.18
43 O 0.8981 2.4952 0.3990  -0.19
44 C 1.3645 4.7803 0.0389  0.29
45 C 0.5101 5.0801 1.0851  -0.43
46 C 0.3967 6.4030 1.4869  -0.81
47 C 1.1226 7.3969 0.8499  -0.48
48 C 1.9717 7.0708 -0.2004  -0.51
49 C 2.1020 5.7571 -0.6157  -0.42
50 H -0.0636 4.2926 1.5499  0.68
51 H -0.2730 6.6520 2.2992  0.40
52 H 1.0274 8.4268 1.1679  0.39
53 H 2.5402 7.8439 -0.7002  0.38
54 H 2.7601 5.4893 -1.4287  0.46
55 Cl -2.0519 -5.0180 -3.7206  -0.21
56 C -0.9535 -5.4111 -2.4380  0.99
57 C -0.4114 -6.6835 -2.3944  -0.55
58 C 0.5167 -7.0035 -1.4170  -0.50
59 C 0.8932 -6.0504 -0.4853  -0.67
60 C 0.3197 -4.7920 -0.5263  0.78
61 Cl 0.7873 -3.6185 0.6677  -0.18
62 C -0.6226 -4.4310 -1.4961  -1.12
63 N -1.1454 -3.1410 -1.5667  0.99
64 C -2.5324 -2.8949 -1.4237  0.32
65 C -3.3948 -3.8460 -0.8919  -0.16
66 C -4.7465 -3.5751 -0.7535  -0.79
67 C -5.2518 -2.3446 -1.1399  -0.89
68 C -4.3891 -1.3985 -1.6748  -0.60
69 C -3.0305 -1.6487 -1.8262  0.50
70 C -2.1354 -0.6295 -2.4766  -1.47
71 C -1.0623 0.0033 -1.6178  1.27
72 O -0.4390 1.0117 -2.0070  -0.63
73 O -0.6947 -0.5662 -0.5324  -0.34
74 H -0.7087 -7.4071 -3.1403  0.45
75 H 0.9488 -7.9940 -1.3840  0.39
76 H 1.6165 -6.2761 0.2856  0.45
77 H -0.6113 -2.4545 -1.0418  -0.75
78 H -2.9995 -4.8056 -0.5819  0.50
79 H -5.4028 -4.3283 -0.3378  0.41
80 H -6.3063 -2.1254 -1.0406  0.42
81 H -4.7935 -0.4516 -2.0176  0.39
82 H -2.7111 0.1714 -2.9402  0.73
83 H -1.5863 -1.1183 -3.2906  0.28

Values from the calculation:
energy = -120438.8208 eV
relative energy (zero: lowest compared OMol25 entry of this formula, charge and spin) = 15.5 kcal per mole
2S+1 = 2